36
Properties=species:S:1:pos:R:3:nbo_charge:R:1 method="wB97M-V/def2-TZVPD" e_above_lowest_kcal_mol=96.9 charge=0 smiles="NC(=S)N/N=C/c1ccc(S(=O)(=O)c2ccc(N)cc2)cc1"
S -7.39 2.45 3.75 -0.31
S 1.24 -1.98 -1.44 2.06
O 1.46 -3.39 -0.94 -0.93
O 0.75 -2.04 -2.86 -0.91
N -7.20 1.33 1.51 -0.78
N -4.16 1.31 1.72 -0.23
N 6.56 0.58 -2.13 -0.81
N -5.08 1.75 2.64 -0.44
C -2.88 0.99 2.11 0.04
C -1.19 -0.57 -0.95 -0.15
C 5.36 0.04 -1.75 0.21
C -6.46 1.70 2.54 0.30
C 4.04 -1.97 -1.23 -0.14
C 2.87 -1.17 -1.38 -0.35
C 3.00 0.15 -1.83 -0.13
C -1.91 0.40 1.19 -0.08
C -0.75 -0.20 1.81 -0.20
C -2.12 0.24 -0.21 -0.19
C 5.27 -1.34 -1.34 -0.27
C 0.16 -0.93 1.01 -0.16
C 0.02 -1.11 -0.39 -0.32
C 4.25 0.74 -2.03 -0.29
H 1.01 -1.24 1.56 0.23
H -2.92 0.75 -0.78 0.25
H 6.79 1.58 -2.14 0.41
H 4.16 1.78 -2.43 0.23
H 7.31 -0.12 -2.09 0.39
H 6.15 -1.83 -1.04 0.21
H -0.57 -0.04 2.92 0.23
H -6.75 0.69 0.82 0.40
H -1.51 -0.83 -2.00 0.25
H -2.60 1.08 3.14 0.18
H -8.15 1.15 1.86 0.43
H 2.14 0.76 -1.93 0.22
H -4.82 2.32 3.45 0.41
H 3.89 -3.03 -1.13 0.25

73
Properties=species:S:1:pos:R:3:mulliken_charge:R:1 method="wB97M-V/def2-TZVPD" e_above_lowest_kcal_mol=0.0 charge=0
Hf 0.98 -0.36 -0.02 1.15
Cl -0.83 0.86 -3.35 -0.03
Cl -1.18 4.14 -1.82 -0.61
F -1.36 1.01 5.99 -0.28
F -1.54 2.12 3.50 -0.32
F -0.31 -3.18 4.04 -0.33
F -0.31 -1.59 6.19 -0.31
F 5.15 -5.06 2.53 -0.29
F 4.54 -0.46 3.48 -0.32
F 5.71 -2.84 4.04 -0.29
F 3.23 -5.00 0.68 -0.29
F -0.01 -1.84 1.50 -0.14
F 1.90 -2.53 0.12 -0.01
O -0.59 -1.40 -0.98 -0.81
N -1.25 -3.02 -2.42 -0.33
N -0.24 0.76 1.29 0.34
N -5.26 2.20 -5.25 -0.59
N 2.62 -0.32 1.22 0.52
N 1.67 1.85 -0.45 -0.10
C -4.33 1.61 -0.97 -0.70
C -3.58 1.51 -3.35 2.82
C 1.86 -0.90 -2.07 -0.86
C -0.52 -1.21 2.64 -0.22
C -2.18 1.94 -3.89 -0.96
C -1.08 0.85 3.63 0.15
C 4.46 -3.95 2.38 0.61
C -4.11 -0.60 -2.03 -0.28
C 4.81 -2.79 3.05 0.12
C 3.24 -1.45 1.71 0.51
C -0.49 -1.85 3.88 -0.25
C 1.96 2.39 -1.80 -1.23
C -0.68 -1.06 5.01 0.54
C -4.53 1.91 -4.38 -0.43
C 4.21 -1.56 2.75 0.00
C -0.65 0.20 2.47 0.57
C 2.98 1.93 0.32 -1.02
C 3.05 1.02 1.56 -0.69
C -0.15 2.18 1.28 -1.06
C -4.49 0.13 -0.84 0.77
C -5.00 -0.51 0.23 -1.26
C 2.90 -2.68 1.12 0.25
C 3.47 -3.89 1.40 -0.43
C 0.63 2.77 0.10 -0.06
C -0.33 -2.14 -2.01 0.73
C -3.96 2.25 -2.09 -0.93
C 0.97 -1.97 -2.67 -1.22
C -1.07 0.28 4.88 0.23
C -3.73 0.00 -3.18 -1.38
H -4.99 -1.59 0.35 0.27
H -4.48 2.09 -0.02 0.38
H 2.34 3.41 -1.70 0.42
H 2.90 -1.28 -1.98 0.49
H 2.52 1.48 2.45 0.08
H 1.40 -2.97 -2.58 0.48
H 1.10 3.70 0.48 0.47
H 2.72 1.74 -2.25 0.52
H -0.07 3.06 -0.74 -0.71
H 1.06 2.48 -2.37 0.03
H 3.10 2.98 0.65 0.40
H -3.92 3.37 -2.10 0.39
H 3.78 1.69 -0.42 0.46
H -1.03 -3.83 -3.01 0.27
H -2.14 1.98 -4.99 0.49
H -4.26 -1.68 -2.03 0.44
H -2.01 -3.16 -1.76 0.28
H -1.84 2.88 -3.43 0.03
H -1.13 2.68 1.31 0.71
H 0.79 -1.76 -3.73 0.44
H 1.95 0.01 -2.65 0.39
H 0.41 2.57 2.17 0.49
H -3.41 -0.61 -3.99 0.49
H 4.11 1.01 1.86 0.77
H -5.51 -0.02 1.07 0.27

54
Properties=species:S:1:pos:R:3:nbo_charge:R:1 method="wB97M-V/def2-TZVPD" e_above_lowest_kcal_mol=440.5 charge=0
S -2.45 -2.10 0.17 0.24
S 2.20 -0.90 0.81 0.51
O 2.48 1.28 -3.55 -0.45
O 0.01 1.46 2.32 -0.66
O -3.53 0.24 2.95 -0.37
O 1.16 -0.13 -3.49 -0.67
O 0.65 -2.90 0.73 -0.54
N -1.68 0.02 -1.07 -0.49
N 0.71 -1.73 -1.20 -0.70
N -1.33 -0.08 1.14 -0.46
C -0.88 1.83 -2.36 -0.22
C -1.35 -3.13 -1.05 -0.56
C 4.05 0.90 1.90 -0.65
C 0.56 3.64 -1.42 -0.17
C -0.32 0.81 1.27 0.64
C 2.27 1.67 -4.68 -0.23
C 3.82 2.16 -1.05 -0.60
C 2.37 0.04 -1.45 -0.26
C -2.77 -0.75 2.91 0.22
C 0.28 -2.59 -0.25 0.79
C -0.29 1.87 0.00 -0.09
C -1.27 -0.88 2.66 -0.29
C -0.99 0.99 -1.06 0.22
C 3.39 0.39 0.65 -0.18
C 1.81 -0.97 -0.75 -0.04
C -1.86 -0.55 0.05 0.25
C -0.19 2.83 -2.63 -0.22
C 0.44 2.91 -0.14 -0.26
C -4.77 -1.48 3.69 -0.35
C -4.75 -0.18 3.22 0.07
C 1.96 0.44 -2.87 0.82
C 3.05 0.87 -0.53 0.01
C -3.60 -1.87 3.40 -0.26
H -1.30 1.50 -3.19 0.20
H -0.79 0.04 3.38 0.33
H -0.92 -1.97 2.43 0.29
H 3.49 1.72 2.35 0.24
H 0.89 3.32 0.65 0.23
H -1.39 -2.90 -2.00 0.19
H 2.69 2.53 -5.01 0.19
H -3.12 -2.97 3.69 0.21
H 1.13 4.49 -1.55 0.20
H 3.90 0.33 2.69 0.23
H 1.18 1.52 -4.76 0.20
H 3.41 2.93 -1.45 0.20
H 5.08 1.10 1.62 0.23
H -5.72 -1.91 3.91 0.24
H -0.31 3.52 -3.47 0.22
H 4.70 1.72 -1.80 0.20
H 0.53 -1.43 -2.23 0.50
H -5.57 0.72 3.21 0.20
H 2.63 0.76 -5.28 0.17
H -1.32 -4.12 -0.64 0.23
H 4.33 2.59 -0.24 0.20

67
Properties=species:S:1:pos:R:3:nbo_charge:R:1 method="wB97M-V/def2-TZVPD" charge=0 smiles="CCOP(=O)(CCCc1c(S(=O)(=O)C(F)(F)C(F)(F)F)c(ON=O)c2nsnc2c1P(=O)(O)O)OCC.CNC(C)=O"
S -3.13 3.39 2.21 0.97
S -1.82 -3.57 0.93 1.87
P 0.44 1.85 -1.26 2.18
P 4.47 -2.04 0.56 2.20
F -4.45 -5.27 -1.99 -0.32
F -1.58 -4.90 -1.55 -0.31
F -5.04 -4.32 0.12 -0.30
F -2.89 -2.90 -1.54 -0.32
F -3.63 -6.36 -0.03 -0.30
O 4.86 -3.41 1.62 -0.76
O -5.76 -1.93 2.90 -0.25
O -4.30 5.45 0.43 -0.67
O -0.06 3.34 -1.44 -1.03
O -2.74 -4.13 2.04 -0.82
O -0.40 -4.19 1.19 -0.82
O 0.44 1.07 -2.84 -0.96
O 2.08 1.97 -0.59 -0.93
O 5.94 -1.59 -0.25 -0.77
O 4.06 -0.86 1.57 -1.08
O -3.80 -1.38 2.78 -0.35
N -3.69 1.79 2.76 -0.51
N -5.05 -1.03 2.42 0.38
N -2.90 5.56 -1.32 -0.61
N -1.85 3.15 1.04 -0.55
C -3.92 -5.00 -0.60 0.94
C 3.52 -3.12 3.86 -0.65
C -0.69 0.78 -0.11 -0.47
C 5.90 1.04 -0.27 -0.66
C -4.01 5.98 -0.64 0.68
C 0.39 -1.76 -1.07 -0.47
C -2.55 -4.11 -0.72 0.41
C -2.79 -0.76 1.87 0.39
C 3.03 -2.50 -0.66 -0.78
C -1.76 -1.66 0.91 -0.36
C 1.93 -1.28 -0.79 -0.44
C 5.78 -0.41 -1.10 -0.09
C -2.39 6.06 -2.58 -0.41
C -1.71 1.65 0.88 0.16
C 3.68 -3.83 2.39 -0.09
C -4.83 7.09 -1.23 -0.72
C -2.78 0.91 1.89 0.04
C -0.67 -0.90 -0.11 0.13
H 4.83 -0.42 -1.79 0.18
H -1.37 6.42 -2.41 0.21
H 6.71 -0.40 -1.85 0.21
H -2.40 4.81 -0.86 0.42
H 6.70 1.00 0.59 0.24
H 2.74 2.10 -1.33 0.51
H 4.38 -3.43 4.59 0.22
H 2.54 -3.54 -0.42 0.28
H 0.10 -1.46 -2.18 0.24
H 3.39 -1.96 3.84 0.25
H -3.00 6.86 -2.99 0.21
H 2.66 -3.70 1.83 0.19
H -5.67 7.31 -0.58 0.24
H 0.23 -2.92 -1.00 0.26
H 2.51 -3.55 4.33 0.21
H 1.91 -0.54 0.12 0.28
H 2.26 -0.63 -1.74 0.23
H -0.46 0.59 -2.93 0.51
H -4.22 7.99 -1.33 0.23
H -5.22 6.79 -2.21 0.23
H -2.36 5.22 -3.29 0.20
H 3.80 -5.00 2.60 0.20
H 4.83 1.38 0.12 0.23
H 3.54 -2.62 -1.73 0.26
H 6.24 1.85 -1.04 0.21

97
Properties=species:S:1:pos:R:3:mulliken_charge:R:1 method="wB97M-V/def2-TZVPD" e_above_lowest_kcal_mol=1.5 charge=+4
Pt -0.76 -1.00 0.99 2.32
P -0.74 -2.02 -1.04 0.50
P -1.15 0.85 -1.43 1.15
O 2.00 1.54 -1.34 -0.61
O 0.16 0.69 -0.34 -1.38
N 6.47 5.04 0.77 -0.32
N -1.20 -0.67 -2.01 -0.04
N 5.78 5.00 -1.42 -0.37
N -2.79 1.68 6.07 -0.30
N -0.27 2.20 2.31 -0.01
N 1.78 -0.70 1.44 -0.33
N -2.48 -0.15 4.72 -0.68
N -1.56 -2.44 2.15 0.41
N -1.55 1.97 4.16 -0.77
N -1.22 0.11 2.73 -0.35
N 5.13 3.30 0.01 0.03
C 5.09 2.58 1.28 -1.20
C -4.52 0.65 0.74 -0.69
C -3.97 -4.46 -1.22 -1.19
C -2.32 2.46 -3.16 -0.79
C -3.60 2.87 1.00 -0.83
C -2.10 -2.03 3.32 1.27
C -2.68 -2.91 4.20 -0.62
C 3.83 0.48 0.56 -1.39
C -3.47 0.29 -0.08 -0.58
C -3.69 -5.24 -2.33 -0.71
C -1.05 2.01 -2.74 0.48
C 0.10 2.40 -3.45 -0.34
C -1.29 3.67 -4.96 -0.60
C -2.69 -4.27 3.90 -0.73
C -1.86 -3.33 -1.49 1.70
C -2.43 3.28 -4.27 -0.84
C 5.80 4.44 -0.20 0.83
C -0.04 3.23 -4.55 -0.91
C -2.54 2.53 0.18 -0.67
C 2.69 -4.05 -1.64 -0.71
C -2.26 1.18 4.97 0.17
C 2.76 -2.20 -3.18 -0.63
C -2.08 -4.69 2.73 -1.16
C -1.59 -4.11 -2.62 -1.14
C -3.06 -3.51 -0.79 0.11
C 3.34 -3.34 -2.65 -0.81
C 3.84 1.72 1.46 -0.32
C -1.95 -0.60 3.63 -0.02
C 0.87 -2.47 -1.70 0.51
C -1.03 1.42 3.09 0.39
C -4.58 1.93 1.29 -0.67
C 1.47 -3.62 -1.17 -0.75
C -2.47 1.24 -0.35 0.64
C 1.53 -1.76 -2.70 -0.52
C 2.46 -0.15 0.27 1.02
C -1.53 -3.75 1.88 0.25
C -2.51 -5.06 -3.04 -0.79
C 1.57 0.77 -0.55 0.32
H -3.31 1.09 6.70 0.27
H -1.05 -4.05 0.96 0.56
H 2.63 -0.98 -0.42 -0.53
H 4.33 0.68 -0.39 0.44
H 4.67 2.89 -0.79 0.09
H -2.04 -5.74 2.47 0.53
H 3.86 1.42 2.51 0.46
H 0.84 3.54 -5.10 0.48
H -1.16 -0.76 -3.02 0.62
H -3.67 3.87 1.40 0.50
H 6.99 5.89 0.59 0.22
H 1.86 -0.08 2.24 0.26
H 3.25 -1.66 -3.97 0.53
H -3.22 2.17 -2.62 0.43
H 0.97 -4.19 -0.39 0.35
H 4.41 -0.32 1.04 0.58
H -1.79 3.27 -0.07 0.49
H -1.38 4.32 -5.82 0.45
H -0.67 -3.98 -3.18 0.46
H -4.90 -4.60 -0.68 0.49
H -3.13 -4.98 4.59 0.49
H -3.10 -2.52 5.12 0.58
H 6.35 5.81 -1.62 0.22
H -0.12 3.15 2.62 0.29
H 4.29 -3.68 -3.02 0.46
H 5.12 3.31 2.09 0.55
H 1.09 -0.87 -3.14 0.34
H -5.32 -0.06 0.94 0.56
H 2.21 -1.58 1.71 0.41
H -5.42 2.20 1.91 0.50
H -4.39 -6.00 -2.65 0.45
H 0.16 1.85 1.48 -0.14
H 3.14 -4.95 -1.24 0.52
H -3.29 -2.89 0.07 0.55
H -2.63 2.65 6.31 0.27
H -3.46 -0.67 -0.57 0.69
H -3.41 3.61 -4.59 0.46
H 5.97 1.95 1.37 0.31
H 5.37 4.52 -2.20 0.18
H -2.30 -5.66 -3.91 0.48
H 1.07 2.07 -3.15 0.45
H 2.94 2.33 1.33 0.20
H 6.57 4.64 1.68 0.18

19
Properties=species:S:1:pos:R:3:nbo_charge:R:1 method="wB97M-V/def2-TZVPD" e_above_lowest_kcal_mol=25.3 charge=+1
S -1.13 -0.07 0.34 1.67
O 1.47 -0.51 1.21 -0.52
O -1.39 0.75 1.41 -0.88
C -1.22 -1.94 0.62 -0.66
C 0.67 0.74 -0.64 -0.50
C 1.67 0.28 0.31 0.52
C 3.08 0.74 0.19 -0.70
C -2.53 0.37 -0.78 -0.80
H -3.50 -0.06 -0.39 0.28
H -2.25 -0.03 -1.77 0.25
H -0.71 -2.38 -0.14 0.25
H 1.02 0.23 -1.62 0.28
H 3.79 0.18 0.74 0.27
H -2.52 1.44 -0.74 0.27
H 3.03 1.71 0.63 0.25
H 3.39 0.86 -0.84 0.23
H 0.38 1.80 -0.68 0.28
H -2.34 -1.79 0.63 0.24
H -0.91 -2.30 1.51 0.27

19
Properties=species:S:1:pos:R:3:nbo_charge:R:1 method="wB97M-V/def2-TZVPD" e_above_lowest_kcal_mol=15.3 charge=0 smiles=CC(C)N(C)C
N -0.09 0.88 0.25 -0.44
C 0.74 -0.27 -0.16 -0.05
C -1.47 0.78 -0.19 -0.42
C 1.19 -0.09 -1.61 -0.61
C 0.08 -1.64 0.01 -0.64
C -0.08 1.07 1.70 -0.41
H -0.41 2.08 1.93 0.20
H -0.49 -1.79 0.93 0.21
H 1.60 0.91 -1.76 0.22
H -1.56 0.54 -1.25 0.20
H -0.60 -1.89 -0.80 0.21
H 0.95 0.99 2.06 0.20
H 2.01 -0.77 -1.82 0.21
H 1.63 -0.23 0.45 0.19
H 0.39 -0.24 -2.34 0.20
H -2.03 -0.02 0.32 0.16
H 0.86 -2.40 0.01 0.22
H -0.72 0.38 2.27 0.16
H -1.97 1.73 -0.01 0.20

103
Properties=species:S:1:pos:R:3:mulliken_charge:R:1 method="wB97M-V/def2-TZVPD" e_above_lowest_kcal_mol=11.8 charge=0
O -4.25 -2.01 1.75 -0.91
O 0.24 4.49 -2.21 -0.69
O -1.60 3.40 0.48 -0.56
O -2.16 -2.88 -1.53 -0.54
O 0.41 -4.20 1.71 -0.89
O 2.87 -1.64 -0.12 -0.48
O 1.05 -3.50 -0.93 -0.35
O -2.15 2.44 -4.15 -0.86
O 3.81 2.22 -2.28 -0.57
O -0.35 -0.74 -4.20 -0.60
O 1.13 0.33 -0.68 2.26
O -3.16 0.69 0.56 -0.48
O 1.31 -1.03 3.88 -0.59
O -0.75 0.93 4.56 -0.56
O 2.73 2.28 0.53 -0.49
N -5.24 -0.24 -0.01 -0.27
N 1.85 4.31 -3.93 -0.39
N 1.04 2.50 -3.09 0.00
N -2.59 3.10 -1.90 -0.18
N -4.74 1.66 -0.87 -0.45
N -1.33 1.29 -2.36 0.35
N -0.77 -2.33 2.47 0.47
N -2.85 -0.62 3.01 -0.36
N -1.83 -3.57 1.06 -0.20
N -4.03 -2.10 4.11 -0.32
C -2.01 2.30 -2.78 0.15
C -0.24 3.51 0.76 -0.63
C 0.71 -1.23 -3.33 0.01
C 0.97 -4.52 -1.95 -0.83
C 5.77 0.80 -2.45 -1.62
C 0.99 3.78 -3.10 0.56
C -0.73 -3.37 1.73 0.56
C 2.89 2.09 1.91 -0.09
C 3.55 -1.69 1.11 -0.51
C -4.33 0.67 -0.13 0.16
C 4.36 0.98 -1.90 1.01
C -0.42 1.75 3.49 -0.92
C 1.83 -2.05 4.72 -0.87
C -3.76 -1.54 2.99 0.52
C 0.28 -0.19 0.31 -0.46
C -2.76 -1.86 -2.37 0.31
H 6.50 1.21 -1.76 0.40
H 2.06 5.32 -4.00 0.30
H -2.63 -0.24 2.12 0.30
H -1.40 0.95 -1.42 -0.88
H 2.45 2.91 2.54 0.23
H -4.60 -2.93 4.12 0.28
H 0.48 2.33 3.80 0.59
H -2.73 -3.16 1.39 0.22
H -3.93 2.18 -1.25 0.20
H -3.85 -1.58 4.98 0.21
H 5.88 1.06 -3.47 0.39
H -1.58 -1.69 2.56 -0.04
H 0.29 2.70 0.40 0.13
H 3.69 0.22 -2.26 -0.23
H 3.91 -0.67 1.41 0.12
H 0.21 2.05 -2.58 -0.39
H -5.48 1.56 -1.63 0.32
H -0.05 -4.95 -1.96 0.22
H 2.23 -2.27 -0.23 0.42
H -1.27 2.45 3.26 0.38
H 6.05 -0.25 -2.34 0.39
H -1.94 -2.72 -0.55 0.32
H 2.64 3.75 -4.25 0.20
H 1.51 -1.74 5.75 0.33
H 4.39 0.88 -0.81 -0.10
H -2.33 -0.22 3.81 0.15
H 2.83 2.11 -2.24 0.27
H -1.00 0.59 -3.06 0.26
H 1.51 -0.47 -3.19 0.22
H -1.82 -4.44 0.46 0.30
H 2.79 -1.94 1.89 0.07
H 1.74 -5.29 -1.65 0.30
H -3.77 -1.68 -2.05 0.35
H -2.69 -2.11 -3.46 0.27
H -0.04 3.52 1.83 0.42
H -6.16 -0.31 -0.43 0.20
H 0.09 -0.41 -4.98 0.29
H -0.70 1.44 5.35 0.34
H -1.99 2.91 1.26 0.16
H -3.12 3.79 -2.34 0.24
H 1.28 1.93 -3.89 0.29
H 0.91 -0.43 1.11 0.44
H -0.12 -1.12 -0.08 -0.64
H -2.29 3.25 -0.89 0.38
H -4.89 -0.99 0.58 0.30
H 2.00 1.72 0.32 -0.15
H 1.85 -0.31 -0.76 -0.25
H -0.11 1.28 2.53 0.27
H 1.18 -4.15 -2.94 0.29
H 4.00 2.00 2.08 0.29
H 1.37 -3.04 4.48 0.32
H 0.37 -1.44 -2.32 -0.52
H -2.29 -0.91 -2.13 -0.46
H 2.88 -2.22 4.57 0.29
H 0.09 -2.10 2.95 -0.12
H 4.35 -2.38 1.02 0.42
H 1.12 -2.15 -3.69 0.42
H 0.85 -3.95 -0.10 0.21
H -0.52 0.45 0.57 0.10
H 0.23 4.40 0.34 0.38
H 2.33 1.21 2.11 -0.31
H 1.47 -0.15 4.22 0.21

no.,E_tot (hartree),HOMO-LUMO gap (hartree),E_HOMO (eV)
1,-1707.65114,0.2636,-8.22
2,-3436.07371,0.2604,-7.69
3,-2225.26420,0.2433,-7.39
4,-3725.30563,0.2410,-9.52
5,-3027.61517,0.2969,-18.29
6,-745.37983,0.3449,-14.21
7,-253.03864,0.3530,-8.48
8,-2322.82533,0.2956,-8.42